[1]
Molecular formula: C46H39ClIrN4O4P2S
Method: DFT, wB97M-V/def2-TZVPD

Element x y z (Å)
Ir 0.34207 -0.16611 -0.17153
Cl 0.60743 -2.60699 -1.06602
C 0.10332 -3.71265 0.17391
C -0.49187 -4.91654 -0.17516
C -0.83346 -5.81890 0.81792
C -0.55688 -5.53581 2.14683
C 0.02704 -4.32912 2.49376
C 0.33885 -3.39232 1.50968
P 1.02966 -1.75919 1.99154
C -0.10909 -1.02565 3.18934
C -1.38298 -1.54031 3.43110
C -2.20865 -0.92220 4.35315
C -1.78927 0.22827 5.00430
C -0.54142 0.77280 4.72782
C 0.29572 0.15393 3.81856
C 2.53250 -2.22579 2.87310
C 2.63288 -2.08506 4.25927
C 3.75141 -2.56839 4.91034
C 4.78429 -3.15600 4.19419
C 4.68928 -3.28564 2.81444
C 3.56867 -2.82405 2.15180
H -0.67799 -5.14292 -1.21359
H -1.30327 -6.75393 0.55280
H -0.80304 -6.25125 2.91606
H 0.24548 -4.10838 3.52757
H -1.71438 -2.42827 2.91794
H -3.18198 -1.34114 4.56007
H -2.44011 0.71180 5.71700
H -0.23603 1.68160 5.22334
H 1.25902 0.57717 3.57471
H 1.83002 -1.63737 4.82658
H 3.81239 -2.48867 5.98544
H 5.66482 -3.50607 4.71009
H 5.49269 -3.74312 2.25767
H 3.50245 -2.91397 1.07808
O 4.26050 -0.33867 0.58605
S 3.14623 0.40625 0.10622
O 2.46774 -0.16283 -1.08426
O 2.08418 0.62374 1.14332
C 3.61376 2.04711 -0.39934
C 4.85948 2.57140 -0.12917
C 5.14087 3.87316 -0.51984
C 4.17124 4.62325 -1.16998
C 2.92705 4.08276 -1.44793
C 2.64065 2.77120 -1.06603
P 0.99593 2.07412 -1.43101
C 0.80903 2.11029 -3.22143
C -0.47451 2.02810 -3.77015
C -0.64440 2.09401 -5.13959
C 0.45994 2.18723 -5.97476
C 1.73777 2.22117 -5.43473
C 1.91961 2.17748 -4.06453
C -0.08022 3.33334 -0.67174
C 0.09028 3.49613 0.70691
C -0.60619 4.47825 1.38293
C -1.51182 5.27851 0.69957
C -1.69309 5.11035 -0.66606
C -0.98539 4.13930 -1.35609
H 5.58344 1.95618 0.38004
H 6.11084 4.29634 -0.31595
H 4.38585 5.63929 -1.46596
H 2.17748 4.66778 -1.96206
H -1.32802 1.90205 -3.12166
H -1.63895 2.06572 -5.55779
H 0.32573 2.21858 -7.04654
H 2.59647 2.28322 -6.08674
H 2.91543 2.20794 -3.64899
H 0.78190 2.85013 1.23392
H -0.45293 4.61885 2.44133
H -2.07463 6.02913 1.23257
H -2.38160 5.74758 -1.20057
H -1.11390 4.04204 -2.42202
O -1.24659 -0.34575 -1.96711
C -2.45017 -0.59594 -2.07852
C -3.26400 -1.36113 -1.07694
C -3.76577 -2.61730 -1.83669
C -2.81545 -3.11170 -2.94978
C -3.01817 -2.46385 -4.33302
C -2.56121 -0.99959 -4.40873
N -3.10089 -0.32498 -3.23723
H -4.10389 -0.77398 -0.70710
H -2.63005 -1.63959 -0.23450
H -4.74766 -2.42642 -2.27583
H -3.89603 -3.41624 -1.10444
H -2.99623 -4.17885 -3.08387
H -1.77878 -2.98980 -2.62549
H -4.07522 -2.52144 -4.60246
H -2.46327 -3.03494 -5.07622
H -2.92794 -0.51414 -5.31189
H -1.47473 -0.91485 -4.37057
H -4.10496 -0.45147 -3.17553
N -1.41587 0.31995 0.81260
C -2.14915 0.97615 1.44322
C -3.12490 1.61934 2.13628
C -4.42343 1.10078 2.00208
N -5.46438 0.64025 1.86349
C -2.85430 2.72013 2.95259
N -2.60231 3.61513 3.62563

- LUMO level (spin up / spin down): -7.8 / -8.7 eV
- Spin multiplicity: 2
- Charge: +2
- Electronic energy: -107241.97952 eV
- Kohn-Sham gap (spin up / spin down): 4.83 / 3.87 eV


[2]
Molecular formula: C46H39IrN6O4P2STe
Method: DFT, wB97M-V/def2-TZVPD

Element x y z (Å)
Ir 1.19902 0.24647 1.14338
C 1.91403 3.20743 2.76015
N 1.49227 3.07055 1.37993
C 0.73109 4.18383 0.82841
C -0.35320 3.72882 -0.10408
N -0.79940 2.50625 -0.19992
C -1.77615 2.53818 -1.15633
C -2.52593 1.36274 -1.66399
C -3.41196 1.76700 -2.80585
C -3.51469 3.04363 -3.27024
C -2.78406 4.12800 -2.72929
C -1.91059 3.80894 -1.67217
N -0.99350 4.56877 -0.96791
C 1.62822 2.00044 3.60426
N 1.25996 0.80388 3.20820
C 1.25057 -0.00096 4.36106
C 1.07734 -1.37021 4.53837
C 1.12097 -1.86237 5.82623
C 1.35929 -1.02945 6.92901
C 1.58702 0.32027 6.76494
C 1.53800 0.80222 5.46280
N 1.77335 2.06335 4.94403
H 2.98609 3.41444 2.84585
H 1.39745 4.05296 3.22129
H 2.28275 2.82350 0.80021
H 0.26705 4.72987 1.65379
H 1.37009 4.90723 0.30496
H -1.79972 0.62347 -2.02575
H -4.00579 0.98751 -3.27023
H -4.18747 3.24169 -4.09543
H -2.88676 5.12852 -3.12311
H -0.80806 5.54842 -1.09675
H 0.96739 -2.02801 3.69513
H 0.99830 -2.92539 5.98781
H 1.39831 -1.45934 7.92052
H 1.81233 0.96554 7.60318
H 2.05831 2.87902 5.45817
O 3.84100 -1.62356 0.22009
S 3.66362 -0.94661 1.50397
O 4.76889 -1.01837 2.40254
O 3.27899 0.54396 1.25138
O 2.36010 -1.47791 2.09082
Te 1.08279 -2.95451 -0.18966
C 0.45949 -4.24225 -1.73275
C -0.61264 -3.98564 -2.57736
C -0.92552 -4.92982 -3.54269
N -0.25048 -6.06612 -3.70579
C 0.77308 -6.30005 -2.89294
C 1.16926 -5.42492 -1.88763
C -0.04244 -1.23928 -0.76462
P -0.88367 -0.56934 0.73192
C -2.38337 0.42559 0.64584
C -2.61103 1.07635 1.82986
C -3.76351 1.83848 2.04858
C -4.74550 1.92705 1.02981
C -4.55687 1.32923 -0.16604
C -3.29803 0.60251 -0.52836
C -1.60257 -2.06840 1.48535
C -1.90940 -2.10894 2.84131
C -2.54371 -3.21494 3.38420
C -2.90331 -4.28395 2.57424
C -2.65161 -4.23228 1.21166
C -2.01728 -3.12453 0.66819
P 1.21543 0.00377 -1.17109
C 0.75312 1.26673 -2.39076
C 1.37264 2.50809 -2.29692
C 1.21876 3.44237 -3.30889
C 0.44181 3.14057 -4.41860
C -0.15686 1.89303 -4.52825
C 0.01524 0.95166 -3.52645
C 2.50028 -0.78261 -2.17647
C 3.81657 -0.33538 -2.11752
C 4.74771 -0.83277 -3.01105
C 4.37686 -1.77599 -3.96228
C 3.06234 -2.21057 -4.03776
C 2.12127 -1.70144 -3.15476
H -1.18369 -3.06698 -2.50178
H -1.75787 -4.76619 -4.21798
H 1.30951 -7.22894 -3.04792
H 2.01704 -5.67386 -1.26015
H -1.87119 1.01630 2.62378
H -3.91082 2.33445 2.99738
H -5.66181 2.47069 1.22075
H -5.31753 1.39446 -0.93325
H -3.56281 -0.37273 -0.96327
H -1.66382 -1.27514 3.47982
H -2.76330 -3.23758 4.44382
H -3.39852 -5.14528 3.00224
H -2.95713 -5.04645 0.56767
H -1.86554 -3.07489 -0.40444
H 1.99191 2.73835 -1.43726
H 1.71192 4.40330 -3.23527
H 0.31446 3.87173 -5.20592
H -0.74956 1.64848 -5.39966
H -0.43242 -0.03057 -3.63266
H 4.11624 0.37165 -1.35567
H 5.77406 -0.49656 -2.95271
H 5.11586 -2.16776 -4.64866
H 2.76390 -2.93267 -4.78677
H 1.08776 -2.01025 -3.24391

- LUMO level (spin up / spin down): -2.4 / -5.2 eV
- Spin multiplicity: 6
- Charge: +1
- Electronic energy: -105001.57154 eV
- Kohn-Sham gap (spin up / spin down): 6.54 / 5.75 eV


[3]
Molecular formula: C46H40ClN6O8P2STi
Method: DFT, wB97M-V/def2-TZVPD

Element x y z (Å)
Ti 0.55823 -1.76801 0.80717
N -1.77123 -5.16378 2.58486
C -0.86765 -4.35962 2.00973
S -0.89726 -2.67403 2.45795
N -0.01681 -4.88100 1.17433
N 0.83672 -3.95856 0.67175
C 1.77642 -4.39395 -0.07800
C 2.79155 -3.44054 -0.49149
C 3.87569 -3.80123 -1.26853
C 4.86827 -2.86165 -1.50743
C 4.75174 -1.61309 -0.92935
C 3.62643 -1.32877 -0.16976
N 2.64227 -2.20368 0.02030
H -2.37298 -4.81501 3.30821
H -1.69154 -6.15742 2.44727
H 1.86300 -5.45479 -0.28430
H 3.94650 -4.80807 -1.65617
H 5.72806 -3.11597 -2.11240
H 5.51545 -0.85757 -1.04637
H 3.54017 -0.38029 0.33052
C -1.49518 1.33023 -0.12070
N -0.95163 2.48135 0.53532
C 0.31244 2.35658 1.21673
P 1.44177 1.15420 0.37252
C 1.55741 1.83483 -1.30941
C 1.94775 0.98654 -2.34574
C 2.06767 1.46268 -3.64449
C 1.78281 2.79297 -3.91596
C 1.38934 3.64416 -2.89167
C 1.27975 3.17238 -1.59296
C 2.98994 1.71372 1.17458
C 4.09026 2.12335 0.42228
C 5.24919 2.55132 1.05347
C 5.31966 2.57956 2.43783
C 4.22826 2.17560 3.19354
C 3.07164 1.74041 2.56831
C -1.62334 3.70990 0.51321
C -2.46445 4.05426 -0.54700
C -3.12581 5.27283 -0.54664
C -2.94861 6.17664 0.49028
C -2.10227 5.84250 1.53731
C -1.45109 4.61899 1.55910
P -1.54642 -0.16561 0.99385
C -1.96523 0.56070 2.60032
C -1.16111 0.38865 3.72407
C -1.48976 1.02457 4.91333
C -2.61049 1.83822 4.97929
C -3.41089 2.01918 3.85785
C -3.09165 1.38191 2.67143
C -3.08678 -0.94458 0.42083
C -3.42325 -0.89854 -0.93227
C -4.58513 -1.49852 -1.38667
C -5.42501 -2.14869 -0.49182
C -5.10263 -2.18615 0.85605
C -3.93827 -1.58579 1.31380
H -0.95719 1.04901 -1.03740
H -2.53054 1.53143 -0.38834
H 0.21005 2.01289 2.25373
H 0.80924 3.32658 1.25249
H 2.14368 -0.05617 -2.13328
H 2.35939 0.79132 -4.44047
H 1.86392 3.16687 -4.92817
H 1.16647 4.68181 -3.10316
H 0.97221 3.85453 -0.81101
H 4.03605 2.12256 -0.65961
H 6.09482 2.87284 0.45945
H 6.22288 2.91732 2.92817
H 4.28001 2.18631 4.27411
H 2.24028 1.40564 3.17427
H -2.58255 3.38757 -1.39174
H -3.77126 5.52257 -1.37886
H -3.46010 7.12910 0.48092
H -1.95651 6.53188 2.35891
H -0.82910 4.35938 2.40614
H -0.27262 -0.22641 3.67720
H -0.86552 0.88358 5.78575
H -2.86169 2.33514 5.90713
H -4.28178 2.65906 3.90687
H -3.72048 1.52601 1.80042
H -2.77596 -0.39909 -1.64552
H -4.83756 -1.45481 -2.43833
H -6.33636 -2.61345 -0.84421
H -5.76344 -2.67613 1.55899
H -3.69951 -1.60777 2.36903
O 2.30423 -1.33573 4.57592
Cl 2.55835 -1.73026 3.23995
O 3.84205 -1.33464 2.77911
O 2.30819 -3.11419 2.99574
O 1.53465 -0.94260 2.38222
O -1.12602 -2.80176 -0.52655
C -0.54118 -2.25195 -1.46958
O 0.34232 -1.34989 -1.18562
C -0.80521 -2.61519 -2.87751
C -1.77041 -3.57536 -3.17030
C -2.02637 -3.91588 -4.48948
C -1.32184 -3.30391 -5.51686
C -0.36681 -2.35405 -5.19773
C -0.09958 -1.98739 -3.89515
N 0.39969 -1.71114 -6.28584
O 0.13603 -2.03697 -7.42055
O 1.23559 -0.88792 -5.96936
H -2.30934 -4.04049 -2.35536
H -2.77194 -4.66311 -4.72247
H -1.49506 -3.55671 -6.55280
H 0.64394 -1.23377 -3.67953

- LUMO level: -4.1 eV
- Charge: +1
- Electronic energy: -138711.36291 eV
- Kohn-Sham gap: 5.89 eV


[4]
Molecular formula: C46H40O2P3S4SbTc
Method: DFT, wB97M-V/def2-TZVPD

Element x y z (Å)
Tc -0.41019 0.08767 0.67526
O 0.87654 1.43819 -3.77477
C 0.09446 1.94530 -3.03626
O -1.04639 1.23970 -2.60639
C 0.06933 3.31535 -2.49952
C 0.32594 4.32468 -3.42383
C 0.24001 5.65307 -3.03936
C -0.07040 5.96321 -1.72495
C -0.25491 4.95332 -0.79101
C -0.20120 3.61019 -1.15802
P -0.09442 2.43673 0.25376
C -1.48707 2.69500 1.36214
C -2.63155 3.44521 1.11384
C -3.67723 3.41458 2.02655
C -3.59729 2.62277 3.16736
C -2.47877 1.83475 3.39558
C -1.42259 1.86320 2.49170
C 1.37834 3.13228 1.04516
C 1.32553 3.90606 2.19827
C 2.49802 4.42900 2.72780
C 3.71432 4.19017 2.10442
C 3.76642 3.42806 0.94375
C 2.60175 2.89722 0.41584
H 0.56956 4.05976 -4.44368
H 0.41728 6.43796 -3.76051
H -0.13633 6.99646 -1.41234
H -0.41062 5.22651 0.24531
H -2.70604 4.05627 0.22360
H -4.55734 4.01890 1.85172
H -4.40904 2.62624 3.88226
H -2.41419 1.22565 4.28675
H -0.50705 1.29174 2.71733
H 0.38144 4.10409 2.69064
H 2.45850 5.03603 3.62203
H 4.62229 4.61103 2.51363
H 4.71325 3.25044 0.45242
H 2.64888 2.31913 -0.50229
C 0.46769 -2.54026 -1.97934
C 1.46871 -2.87370 -0.86554
P 0.79530 -3.11842 0.81514
C 0.73022 -4.85714 1.18664
C 0.62606 -5.25056 2.52437
C 0.55232 -6.59588 2.83508
C 0.57721 -7.54519 1.82095
C 0.66890 -7.15574 0.49161
C 0.75114 -5.81157 0.16817
C -0.87122 -2.44999 1.03641
C -1.93882 -3.10981 0.36934
C -3.22903 -2.93757 0.78819
C -3.52041 -2.11339 1.88970
C -2.50765 -1.48867 2.56514
C -1.16656 -1.65743 2.16240
C 0.22133 -1.03129 -1.98401
P -1.24396 -0.33831 -2.79199
C -2.75482 -0.56326 -1.88522
C -2.92092 0.15374 -0.69402
C -4.15474 0.22014 -0.08127
C -5.23745 -0.44972 -0.64655
C -5.07723 -1.18532 -1.80833
C -3.84056 -1.23317 -2.44188
C -1.36792 -0.86695 -4.46877
C -1.50779 -2.23691 -4.73142
C -1.65547 -2.66933 -6.03595
C -1.66943 -1.74491 -7.07450
C -1.54021 -0.38849 -6.81523
C -1.38943 0.05916 -5.51316
H -0.45710 -3.10600 -1.87424
H 0.90205 -2.82097 -2.93918
H 2.20973 -2.07403 -0.78298
H 2.03736 -3.78010 -1.08011
H 0.60242 -4.51434 3.31960
H 0.47924 -6.90676 3.86772
H 0.52823 -8.59628 2.06925
H 0.68821 -7.89972 -0.29201
H 0.82643 -5.52773 -0.87394
H -1.73469 -3.83590 -0.40795
H -4.02494 -3.47953 0.29598
H -4.54227 -2.01642 2.23057
H -2.71175 -0.91666 3.45742
H -0.39132 -1.42464 2.88237
H 1.06434 -0.51504 -2.45295
H 0.25125 -0.67324 -0.93290
H -2.12205 0.79378 -0.28699
H -4.27467 0.80760 0.81872
H -6.21272 -0.38470 -0.18273
H -5.92236 -1.69444 -2.24995
H -3.74317 -1.75973 -3.38145
H -1.51128 -2.96714 -3.93090
H -1.76435 -3.72382 -6.24651
H -1.78531 -2.08665 -8.09371
H -1.55415 0.32362 -7.62809
H -1.28891 1.11721 -5.32108
S -0.15722 -0.54935 5.23064
Sb 1.91492 0.12415 5.27570
S 2.06108 -2.19591 2.13627
S 1.71534 -0.20431 1.35015
S 2.59830 0.77072 2.95614

- LUMO level: -8.7 eV
- Charge: +3
- Electronic energy: -132367.04453 eV
- Kohn-Sham gap: 6.72 eV


The highest charge belongs to which entry? C46H40O2P3S4SbTc


electronic energy of number 1 (C46H39ClIrN4O4P2S)? -107241.97952 eV